(1)
C76H152F30N13O24S10 as an isolated structure in a non-equilibrium geometry. Source: the OMol25 dataset; level of theory: ωB97M-V/def2-TZVPD.

Structure (XYZ):
```
305
Properties=species:S:1:pos:R:3:lowdin_charge:R:1
C -0.41641 -6.99435 -10.04874 -0.06
O 0.34674 -6.26431 -9.04768 -0.18
C 0.42159 -4.89663 -9.35816 -0.23
C 1.60152 -4.32539 -8.58513 -0.09
N 1.31303 -4.50662 -7.15151 0.03
H 0.55017 -3.85847 -6.95620 0.06
H 1.14785 -5.48100 -6.92407 0.15
C 2.37298 -3.94399 -6.23102 -0.10
C 3.29700 -4.98514 -5.74369 -0.22
O 3.58603 -5.79479 -6.85697 -0.19
C 4.58129 -6.73776 -6.52996 -0.07
H -1.50055 -6.75081 -10.05588 0.10
H -0.28546 -8.03980 -9.71209 0.10
H -0.04575 -6.89101 -11.02568 0.07
H -0.49530 -4.33661 -9.05495 0.13
H 0.59511 -4.70084 -10.41960 0.13
H 1.65546 -3.21729 -8.66196 0.14
H 2.48729 -4.93220 -8.77945 0.14
H 1.84215 -3.46815 -5.41553 0.12
H 2.87257 -3.15547 -6.85867 0.15
H 2.79631 -5.60609 -5.01934 0.13
H 4.23479 -4.57558 -5.36290 0.11
H 5.41412 -6.14012 -6.24805 0.08
H 4.83037 -7.32323 -7.38217 0.09
H 4.32283 -7.39310 -5.68991 0.10
C 10.93533 5.64159 -0.63005 -0.06
O 9.90570 4.79836 -0.08708 -0.19
C 9.68007 4.96080 1.28161 -0.23
C 8.68879 6.04919 1.56568 -0.06
N 7.59220 6.03310 0.46649 0.07
H 7.94637 5.49357 -0.33106 0.16
H 6.74520 5.57741 0.85391 0.12
C 7.22440 7.32612 -0.15111 -0.10
C 6.03483 7.12568 -1.12309 -0.19
O 6.40005 6.13080 -2.06266 -0.18
C 5.34211 5.72505 -2.92327 -0.08
H 11.68924 5.89594 0.11241 0.09
H 10.43932 6.54560 -1.08285 0.10
H 11.51152 5.21891 -1.44359 0.09
H 10.62231 5.22158 1.88922 0.16
H 9.29173 3.99630 1.71309 0.15
H 9.16955 6.99782 1.46166 0.12
H 8.16029 5.86338 2.50336 0.14
H 8.08986 7.87763 -0.60671 0.15
H 6.95599 8.00683 0.63208 0.13
H 5.73809 7.99837 -1.61449 0.11
H 5.21873 6.79278 -0.40663 0.12
H 4.45859 5.41533 -2.40537 0.06
H 5.75182 4.82403 -3.45021 0.12
H 5.02760 6.48227 -3.63730 0.09
C -6.61194 -1.58298 -5.50399 -0.09
C -5.28435 -1.61718 -4.75259 -0.24
C -5.51915 -1.97062 -3.32824 -0.20
C -6.20688 -0.80123 -2.64714 -0.13
N -6.27192 -0.78476 -1.15928 -0.20
C -7.12036 -1.89856 -0.54832 -0.12
C -7.83744 -1.31469 0.63624 -0.13
C -8.11574 0.18947 0.19279 -0.10
C -6.88636 0.55536 -0.58927 -0.08
C -4.97901 -0.90206 -0.42826 -0.02
H -7.23132 -2.47798 -5.44947 0.09
H -6.43881 -1.44631 -6.54746 0.07
H -7.25467 -0.70827 -5.32629 0.08
H -4.71822 -0.72330 -4.93785 0.11
H -4.77192 -2.48496 -5.18753 0.10
H -4.59334 -2.13438 -2.75856 0.10
H -6.20014 -2.88511 -3.27058 0.14
H -7.25850 -0.55505 -2.99087 0.16
H -5.65305 0.13473 -2.90260 0.14
H -6.49034 -2.69841 -0.24091 0.08
H -7.83307 -2.36920 -1.25428 0.16
H -7.22084 -1.34902 1.56144 0.11
H -8.74338 -1.87508 0.78702 0.12
H -8.36670 0.91979 0.91116 0.10
H -8.98279 0.02042 -0.47863 0.13
H -6.05460 1.01870 -0.01379 0.13
H -7.10544 1.22129 -1.38332 0.11
H -5.10337 -0.76721 0.68824 0.12
H -4.20584 -0.19445 -0.70508 0.07
H -4.55786 -1.88965 -0.57001 0.07
C 1.98122 2.77697 -4.37203 -0.11
C 0.75114 2.36538 -3.66996 -0.29
C 0.88242 0.96051 -3.15135 -0.17
C -0.38363 0.49058 -2.41615 -0.10
N -0.20571 -0.81182 -1.72622 -0.24
C 0.12475 -1.91849 -2.65276 -0.11
C -0.16738 -3.21029 -1.90466 -0.10
C -1.23035 -2.84673 -0.81516 -0.10
C -1.49982 -1.35226 -1.09555 -0.07
C 0.79640 -0.65326 -0.64075 0.03
H 2.76685 2.32025 -3.71637 0.09
H 2.18098 3.82308 -4.45986 0.06
H 2.12015 2.34711 -5.39181 0.09
H -0.17207 2.34567 -4.32347 0.14
H 0.53046 3.12059 -2.90400 0.09
H 1.77005 0.91504 -2.56368 0.09
H 1.17180 0.39337 -4.03278 0.11
H -1.25848 0.35597 -3.07945 0.13
H -0.62547 1.22931 -1.67726 0.09
H 1.17945 -1.91582 -2.97271 0.12
H -0.58462 -1.78647 -3.46011 0.09
H 0.77179 -3.58659 -1.54802 0.09
H -0.59082 -3.94180 -2.63871 0.11
H -1.02984 -3.03188 0.22826 0.09
H -2.21420 -3.36933 -0.95756 0.09
H -1.78734 -0.69671 -0.26764 0.12
H -2.28358 -1.17841 -1.86157 0.13
H 0.65636 0.28822 -0.08273 0.12
H 1.81620 -0.70966 -1.06662 0.10
H 0.66011 -1.49414 -0.05254 0.05
C 1.49506 6.00785 -1.26145 -0.08
C 0.06399 6.47052 -0.87997 -0.28
C 0.03913 7.51435 0.15192 -0.20
C -1.46175 7.73901 0.44476 -0.08
N -1.66562 8.80360 1.55439 -0.23
C -1.61708 8.09962 2.99135 -0.05
C -2.94186 8.36440 3.60858 -0.15
C -3.47651 9.65820 2.97707 -0.13
C -3.05450 9.46274 1.56305 -0.11
C -0.76024 9.94877 1.38380 -0.01
H 2.14590 5.81004 -0.39144 0.06
H 1.94979 6.77794 -1.91771 0.08
H 1.44585 5.11004 -1.87487 0.06
H -0.55480 5.66611 -0.47963 0.09
H -0.43045 6.72385 -1.83661 0.13
H 0.51283 8.40409 -0.18315 0.10
H 0.66398 7.13193 1.06515 0.16
H -1.99461 6.90364 0.85395 0.10
H -1.92712 8.07991 -0.47362 0.14
H -0.77296 8.49155 3.50230 0.12
H -1.48686 7.00601 2.83537 0.11
H -2.93370 8.41664 4.66512 0.11
H -3.67732 7.58469 3.31473 0.11
H -3.00464 10.48732 3.42287 0.11
H -4.52928 9.72564 3.13148 0.12
H -2.86330 10.35610 0.92771 0.14
H -3.70724 8.73691 1.00636 0.14
H 0.17282 9.65397 1.87426 0.12
H -1.14063 10.87134 1.70696 0.09
H -0.71425 10.00060 0.27999 0.12
C 0.09586 -5.14117 2.24199 -0.07
C 1.01137 -6.12408 1.40249 -0.21
C 0.71710 -7.54070 1.68758 -0.20
C -0.70932 -7.77383 1.41908 -0.16
N -1.17406 -9.15412 1.05953 -0.24
C -2.65062 -9.09874 0.77378 -0.09
C -3.29653 -9.10210 2.19261 -0.12
C -2.30157 -9.73278 3.20055 -0.12
C -1.11415 -10.02046 2.31238 -0.10
C -0.46900 -9.69724 -0.17047 0.05
H 0.12945 -5.21454 3.33342 0.08
H -1.02661 -5.14134 1.94152 0.07
H 0.49231 -4.17594 2.00466 0.02
H 2.02634 -5.92325 1.72052 0.11
H 0.92561 -5.88251 0.38146 0.09
H 0.88314 -7.89007 2.70127 0.12
H 1.33021 -8.15949 1.01375 0.13
H -0.96711 -7.13321 0.60296 0.10
H -1.36599 -7.48813 2.24914 0.14
H -2.92532 -9.96386 0.15248 0.14
H -2.84638 -8.26349 0.11550 0.10
H -4.27867 -9.55881 2.10074 0.12
H -3.60095 -8.06762 2.46839 0.11
H -2.62691 -10.68678 3.59067 0.12
H -2.05287 -8.99503 3.97907 0.12
H -1.21090 -11.01176 1.97125 0.12
H -0.16788 -9.96588 2.82376 0.13
H -0.39810 -8.88210 -0.85965 0.11
H -1.01040 -10.60389 -0.56456 0.13
H 0.50936 -10.00263 0.14208 0.09
C 5.97369 2.61269 7.13874 -0.09
C 5.90581 1.94776 5.75117 -0.24
C 4.66920 1.03913 5.60924 -0.17
C 4.54459 0.54957 4.11774 -0.10
N 3.52546 -0.53895 4.05063 -0.28
C 3.38034 -1.06939 2.67917 -0.10
C 1.97373 -1.70913 2.64996 -0.15
C 1.15755 -0.85045 3.58060 -0.10
C 2.15067 0.04631 4.37854 -0.05
C 3.88287 -1.69633 4.86477 0.02
H 6.90860 3.18242 7.22193 0.08
H 5.86694 1.87714 7.94451 0.08
H 5.18960 3.32280 7.28991 0.06
H 6.79498 1.30900 5.55675 0.12
H 5.93455 2.63276 4.93888 0.07
H 3.85453 1.68884 5.80770 0.08
H 4.58719 0.23766 6.37012 0.12
H 5.59426 0.18312 3.78557 0.18
H 4.17350 1.29842 3.40115 0.09
H 4.19368 -1.75311 2.29661 0.17
H 3.33806 -0.19819 2.03554 0.12
H 1.97876 -2.72272 2.98753 0.09
H 1.67643 -1.73878 1.60674 0.09
H 0.74616 -1.52489 4.28378 0.10
H 0.36312 -0.20188 3.10672 0.13
H 2.04966 0.04726 5.42216 0.12
H 2.15387 1.04650 3.99719 0.09
H 4.96408 -1.84532 4.85353 0.13
H 3.41809 -2.59781 4.50204 0.11
H 3.50986 -1.57977 5.85405 0.10
C -2.82646 0.27413 2.68477 -0.11
C -3.29802 0.56766 4.13695 -0.22
C -2.32075 1.36982 4.99845 -0.16
C -3.02578 2.48852 5.83309 -0.13
N -2.26663 3.02795 6.98854 -0.24
C -2.23162 1.92881 8.14976 -0.01
C -3.49900 2.33488 8.90296 -0.15
C -3.49195 3.85181 8.94208 -0.15
C -3.08765 4.21135 7.55574 -0.09
C -0.94617 3.55858 6.52648 0.02
H -2.06488 -0.55446 2.65999 0.08
H -2.29840 1.19105 2.40377 0.05
H -3.65041 0.07520 2.02296 0.04
H -3.62261 -0.35953 4.59668 0.11
H -4.14843 1.18314 3.98129 0.07
H -1.65380 1.92653 4.36840 0.08
H -1.74542 0.69370 5.62992 0.11
H -3.95754 2.04175 6.26325 0.15
H -3.30729 3.26816 5.21900 0.10
H -1.32075 2.12650 8.72418 0.13
H -2.12939 0.95886 7.65536 0.12
H -3.44795 1.95858 9.90919 0.13
H -4.40587 2.02642 8.40487 0.12
H -2.80761 4.22146 9.67692 0.12
H -4.45847 4.12873 9.27101 0.12
H -2.50807 5.14613 7.56368 0.14
H -3.90306 4.35405 6.87157 0.13
H -1.12318 4.58311 6.08003 0.13
H -0.40037 2.82023 5.89453 0.10
H -0.41370 3.76763 7.45824 0.11
C -0.05727 -0.70272 -7.15080 -0.70
F 0.06904 -1.19170 -8.39315 0.14
F 1.06319 -0.86382 -6.43261 0.13
F -0.28697 0.58066 -7.18424 0.18
S -1.45833 -1.55317 -6.38454 0.60
O -1.55508 -0.95637 -5.06708 -0.31
O -2.49649 -1.50213 -7.33878 -0.24
N -0.86712 -3.00535 -6.20658 -0.31
S -1.50406 -4.21712 -5.36143 0.62
O -0.50792 -5.19988 -5.17911 -0.24
O -2.26190 -3.70500 -4.21678 -0.28
C -2.67894 -4.84843 -6.53438 -0.71
F -3.26877 -5.98868 -5.92048 0.07
F -3.56633 -3.97966 -6.77113 0.21
F -2.12078 -5.27714 -7.63881 0.17
C -5.05566 5.30652 1.55850 -0.60
F -4.70316 6.30479 0.63413 0.06
F -5.66563 5.89766 2.60787 0.13
F -5.98485 4.63931 0.91786 0.14
S -3.60024 4.18023 1.93514 0.61
O -2.79564 5.03208 2.74615 -0.31
O -4.19022 2.94348 2.44072 -0.28
N -2.84816 4.05220 0.55228 -0.27
S -2.69782 2.96802 -0.54172 0.53
O -1.49341 3.18133 -1.24181 -0.26
O -3.03558 1.64634 -0.13148 -0.28
C -3.89253 3.44601 -1.79850 -0.65
F -4.04082 2.57481 -2.74880 0.18
F -5.16366 3.58420 -1.23470 0.07
F -3.49350 4.61636 -2.31287 0.14
C -4.92719 -5.37128 -1.69082 -0.70
F -5.06029 -6.43142 -2.35219 0.24
F -4.34447 -4.41499 -2.45543 0.10
F -6.11635 -4.87106 -1.37956 0.13
S -4.01137 -5.66371 -0.05339 0.63
O -4.86599 -6.59602 0.64250 -0.28
O -2.63551 -6.02256 -0.29988 -0.30
N -4.21387 -4.19055 0.55164 -0.30
S -3.99127 -3.94409 2.10142 0.59
O -3.18138 -4.98460 2.71498 -0.29
O -3.71646 -2.53698 2.23072 -0.29
C -5.59121 -4.16421 2.85347 -0.71
F -5.90650 -5.47999 2.94848 0.12
F -5.56317 -3.69680 4.09283 0.15
F -6.55352 -3.55292 2.22222 0.16
C 1.20776 3.64408 2.28376 -0.59
F 1.41919 2.31845 1.84094 0.06
F 1.26180 4.38245 1.16780 0.12
F -0.02410 3.70541 2.81996 0.12
S 2.38224 4.16747 3.54656 0.60
O 2.12790 5.62374 3.60248 -0.29
O 1.97469 3.38309 4.70481 -0.30
N 3.75594 3.69209 3.06353 -0.29
S 4.81172 4.07346 1.98630 0.58
O 4.66067 5.34223 1.32249 -0.29
O 6.14544 3.83187 2.41737 -0.27
C 4.47935 2.84585 0.64254 -0.69
F 5.28439 3.05615 -0.37718 0.17
F 4.70984 1.57063 1.03592 0.12
F 3.26525 2.95840 0.19292 0.16
C 5.56165 -4.90213 -0.70337 -0.64
F 6.50039 -3.90343 -0.83502 0.09
F 5.84940 -5.82751 -1.59708 0.13
F 5.63799 -5.52066 0.46670 0.15
S 3.85159 -4.30233 -1.20522 0.50
O 3.16118 -5.51318 -1.27623 -0.26
O 3.48034 -3.32328 -0.24379 -0.30
N 4.09820 -3.76546 -2.64784 -0.28
S 4.28492 -2.29310 -3.24248 0.67
O 4.44411 -2.22919 -4.68700 -0.28
O 3.26974 -1.43599 -2.59441 -0.35
C 5.91982 -1.44941 -2.76734 -0.65
F 6.96904 -2.04796 -3.22501 0.19
F 5.92619 -0.21098 -3.33292 0.11
F 5.96498 -1.22714 -1.43046 0.10
```

Values from the calculation:
Gap between HOMO and LUMO in Eh: 0.338
Molar mass in g/mol: 2522.73
E_HOMO in eV: -13.70
Total charge: +3
E_LUMO in eV: -4.5
Electronic energy in hartree: -12481.378151

(2)
C27H17N7O2S2Ti as an isolated structure in a non-equilibrium geometry. Source: the OMol25 dataset; level of theory: ωB97M-V/def2-TZVPD.

Structure (XYZ):
```
56
Properties=species:S:1:pos:R:3:lowdin_charge:R:1
Ti -0.40548 0.39309 0.02019 0.87
C -0.17638 -4.35080 -2.39193 -0.08
C -0.26295 -3.14398 -3.06896 -0.06
C 0.16074 -1.97916 -2.46553 -0.02
C 0.68017 -2.00408 -1.16674 -0.29
C 0.76621 -3.22310 -0.48950 -0.04
C 0.34345 -4.38629 -1.11070 -0.07
N 0.99672 -0.78011 -0.57648 -0.04
C 2.20495 -0.51690 0.00535 -0.21
C 3.31314 -1.36082 0.14525 0.00
C 4.47223 -0.87159 0.71972 -0.07
C 4.57958 0.44665 1.14403 -0.08
C 3.51785 1.32002 0.96933 -0.01
C 2.34726 0.83579 0.41474 -0.25
N 1.18715 1.55242 0.11308 -0.30
N 1.25589 2.69079 -0.51158 0.11
C 0.09721 2.94428 -1.16359 -0.32
C -0.18959 4.21862 -1.68635 0.01
C -1.36929 4.40429 -2.36061 -0.04
C -2.23041 3.31663 -2.54813 -0.04
C -1.88473 2.09218 -2.02189 -0.13
N -0.75783 1.89578 -1.33053 -0.01
H -0.52277 -5.25781 -2.86213 0.10
H -0.67441 -3.11449 -4.06529 0.11
H 0.08099 -1.02238 -2.97257 0.12
H 1.14843 -3.25379 0.52506 0.12
H 0.40381 -5.32384 -0.57753 0.11
H 3.27620 -2.37806 -0.21265 0.11
H 5.31636 -1.53429 0.83626 0.11
H 5.49345 0.79202 1.59985 0.10
H 3.57148 2.35454 1.27254 0.12
H 0.51571 5.01176 -1.50580 0.12
H -1.63220 5.37631 -2.74719 0.12
H -3.15946 3.42535 -3.08161 0.11
H -2.52185 1.21791 -2.13254 0.12
O -2.85624 -2.43961 -0.92014 0.13
C -2.11270 -1.64550 -0.38896 -0.57
O -1.66422 -0.55913 -0.90521 -0.19
C -1.60433 -1.90370 1.02527 -0.19
C -2.06558 -2.96870 1.78630 0.03
C -1.53226 -3.16021 3.05014 -0.02
C -0.54094 -2.29300 3.49025 -0.02
C -0.13684 -1.25525 2.66558 -0.11
N -0.67823 -1.04447 1.46709 -0.04
H -2.82657 -3.60929 1.36735 0.13
H -1.87798 -3.96612 3.67947 0.12
H -0.08223 -2.41746 4.45981 0.11
H 0.64604 -0.56837 2.97685 0.09
S 0.25972 1.91745 2.13354 0.92
C -0.82765 3.18577 1.70348 -0.67
C -0.41379 4.51961 1.82544 -0.29
N -0.06439 5.61163 1.89240 0.18
C -2.11442 2.87974 1.28018 -0.72
S -2.65028 1.28353 1.02695 0.80
C -3.02202 3.91709 0.98162 -0.27
N -3.77675 4.72904 0.68705 0.20
```

Values from the calculation:
Gap between HOMO and LUMO in Eh: 0.209
Molar mass in g/mol: 583.48
Energy above the lowest of the compared OMol25 structures with the same formula, charge and spin in kcal/mol: 45.1
E_HOMO in eV: -7.75
E_LUMO in eV: -2.1
Electronic energy in hartree: -3218.779261

Please write out number 2 again, unchanged.
C27H17N7O2S2Ti as an isolated structure in a non-equilibrium geometry. Source: the OMol25 dataset; level of theory: ωB97M-V/def2-TZVPD.

Structure (XYZ):
```
56
Properties=species:S:1:pos:R:3:lowdin_charge:R:1
Ti -0.40548 0.39309 0.02019 0.87
C -0.17638 -4.35080 -2.39193 -0.08
C -0.26295 -3.14398 -3.06896 -0.06
C 0.16074 -1.97916 -2.46553 -0.02
C 0.68017 -2.00408 -1.16674 -0.29
C 0.76621 -3.22310 -0.48950 -0.04
C 0.34345 -4.38629 -1.11070 -0.07
N 0.99672 -0.78011 -0.57648 -0.04
C 2.20495 -0.51690 0.00535 -0.21
C 3.31314 -1.36082 0.14525 0.00
C 4.47223 -0.87159 0.71972 -0.07
C 4.57958 0.44665 1.14403 -0.08
C 3.51785 1.32002 0.96933 -0.01
C 2.34726 0.83579 0.41474 -0.25
N 1.18715 1.55242 0.11308 -0.30
N 1.25589 2.69079 -0.51158 0.11
C 0.09721 2.94428 -1.16359 -0.32
C -0.18959 4.21862 -1.68635 0.01
C -1.36929 4.40429 -2.36061 -0.04
C -2.23041 3.31663 -2.54813 -0.04
C -1.88473 2.09218 -2.02189 -0.13
N -0.75783 1.89578 -1.33053 -0.01
H -0.52277 -5.25781 -2.86213 0.10
H -0.67441 -3.11449 -4.06529 0.11
H 0.08099 -1.02238 -2.97257 0.12
H 1.14843 -3.25379 0.52506 0.12
H 0.40381 -5.32384 -0.57753 0.11
H 3.27620 -2.37806 -0.21265 0.11
H 5.31636 -1.53429 0.83626 0.11
H 5.49345 0.79202 1.59985 0.10
H 3.57148 2.35454 1.27254 0.12
H 0.51571 5.01176 -1.50580 0.12
H -1.63220 5.37631 -2.74719 0.12
H -3.15946 3.42535 -3.08161 0.11
H -2.52185 1.21791 -2.13254 0.12
O -2.85624 -2.43961 -0.92014 0.13
C -2.11270 -1.64550 -0.38896 -0.57
O -1.66422 -0.55913 -0.90521 -0.19
C -1.60433 -1.90370 1.02527 -0.19
C -2.06558 -2.96870 1.78630 0.03
C -1.53226 -3.16021 3.05014 -0.02
C -0.54094 -2.29300 3.49025 -0.02
C -0.13684 -1.25525 2.66558 -0.11
N -0.67823 -1.04447 1.46709 -0.04
H -2.82657 -3.60929 1.36735 0.13
H -1.87798 -3.96612 3.67947 0.12
H -0.08223 -2.41746 4.45981 0.11
H 0.64604 -0.56837 2.97685 0.09
S 0.25972 1.91745 2.13354 0.92
C -0.82765 3.18577 1.70348 -0.67
C -0.41379 4.51961 1.82544 -0.29
N -0.06439 5.61163 1.89240 0.18
C -2.11442 2.87974 1.28018 -0.72
S -2.65028 1.28353 1.02695 0.80
C -3.02202 3.91709 0.98162 -0.27
N -3.77675 4.72904 0.68705 0.20
```

Values from the calculation:
Gap between HOMO and LUMO in Eh: 0.209
Molar mass in g/mol: 583.48
Energy above the lowest of the compared OMol25 structures with the same formula, charge and spin in kcal/mol: 45.1
E_HOMO in eV: -7.75
E_LUMO in eV: -2.1
Electronic energy in hartree: -3218.779261

Q: Which value of molar mass does entry 1 give?
A: 2522.73 g/mol

Q: What is the E_HOMO in the first record?
A: -13.70 eV

Q: Among the records above, which one has the lowest E_LUMO?
A: C76H152F30N13O24S10